(1)
This record from the Open Molecules 2025 dataset describes C3H6N2 in the gas phase. The level of theory is ωB97M-V/def2-TZVPD.

Values from the calculation:
energy above the lowest of the compared OMol25 structures with the same formula, charge and spin = 0.547 eV
largest force on an atom = 0.0228 Eh/bohr
LUMO energy = 0.875 eV
total energy = -6187.9982 eV

XYZ file:
```
11
Properties=species:S:1:pos:R:3:nbo_charge:R:1
C -0.429 -1.150 -0.354 -0.597
C 0.455 0.050 0.029 -0.152
N 0.025 1.151 -0.819 -0.807
C 0.348 0.350 1.484 0.255
N 0.220 0.616 2.604 -0.328
H -0.637 -1.850 0.459 0.221
H -1.375 -0.742 -0.706 0.219
H 0.017 -1.682 -1.198 0.223
H 1.516 -0.152 -0.168 0.231
H 0.700 1.901 -0.889 0.370
H -0.845 1.525 -0.451 0.364
```


(2)
This record from the Open Molecules 2025 dataset describes C5H13N3O in the gas phase. The level of theory is ωB97M-V/def2-TZVPD.

Values from the calculation:
energy above the lowest of the compared OMol25 structures with the same formula, charge and spin = 3.303 eV
largest force on an atom = 0.0279 Eh/bohr
LUMO energy = 0.702 eV
total energy = -11911.3136 eV

XYZ file:
```
22
Properties=species:S:1:pos:R:3:nbo_charge:R:1
C -1.507 1.281 -0.204 -0.422
C -0.246 -0.963 -1.929 -0.699
N -0.866 0.126 0.422 -0.545
C -0.482 -1.308 -0.462 0.663
O -1.257 -2.215 -0.132 -0.751
H -1.490 -0.294 1.108 0.412
H -0.905 1.650 -1.032 0.205
H -1.617 2.083 0.528 0.214
H -2.492 1.004 -0.584 0.219
H 0.185 -1.842 -2.408 0.237
H -1.203 -0.740 -2.398 0.231
H 0.432 -0.119 -2.070 0.198
C 1.425 1.352 0.532 -0.683
C 0.617 0.251 1.184 0.528
N 0.949 -1.315 0.292 -0.769
N 0.667 0.154 2.465 -0.852
H 0.970 -2.089 0.950 0.407
H 1.793 -1.298 -0.273 0.390
H 0.126 -0.621 2.840 0.334
H 1.047 2.320 0.855 0.239
H 2.456 1.267 0.873 0.244
H 1.398 1.315 -0.557 0.200
```


(3)
This record from the Open Molecules 2025 dataset describes 2 unconnected molecules or ions with the total composition C14H30BF3IN4O7P. The level of theory is ωB97M-V/def2-TZVPD.

Values from the calculation:
largest force on an atom = 0.1186 Eh/bohr
LUMO energy = -1.278 eV
total energy = -61511.9852 eV

XYZ file:
```
61
Properties=species:S:1:pos:R:3:nbo_charge:R:1
C 7.260 0.397 0.529 -0.659
C 5.979 -0.402 1.080 -0.075
O 5.208 -1.074 0.049 -0.523
C 4.649 -0.017 -0.767 -0.089
C 3.115 -0.344 -1.218 -0.092
O 2.427 -1.252 -0.337 -0.522
C 1.253 -0.678 0.280 -0.144
C -0.060 -0.623 -0.618 -0.064
N -0.735 0.716 -0.775 -0.457
C 0.119 1.812 -1.359 -0.060
N 0.927 2.601 -0.423 -0.650
C 0.538 4.044 -0.328 -0.439
C -1.645 1.121 0.344 -0.217
I -0.761 1.365 2.320 0.252
C -2.842 0.045 0.461 0.405
C -3.750 0.589 1.718 -0.705
O -3.729 -0.096 -0.649 -0.739
B -4.313 1.042 -1.245 1.301
O -4.398 2.400 -0.765 -0.923
O -4.996 0.817 -2.530 -0.911
N -2.199 -1.265 0.742 -0.840
P -3.260 -2.541 1.366 1.352
N -4.951 -2.282 1.079 -1.179
O -3.120 -2.397 3.102 -0.980
C -1.217 -1.726 -0.259 0.534
F -1.819 -2.024 -1.581 -0.421
C -0.563 -3.177 0.117 -0.565
C 0.552 -3.648 -0.959 0.845
O 1.598 -4.170 -0.486 -0.517
F 0.421 -3.574 -2.369 -0.346
H 6.985 1.315 -0.095 0.206
H 7.995 -0.282 -0.029 0.226
H 7.808 0.808 1.466 0.220
H 5.335 0.315 1.710 0.166
H 6.372 -1.215 1.808 0.204
H 5.242 0.164 -1.749 0.188
H 4.588 1.004 -0.216 0.160
H 3.212 -0.886 -2.240 0.196
H 2.614 0.666 -1.390 0.144
H 1.059 -1.306 1.236 0.241
H 1.591 0.349 0.704 0.225
H 0.277 -0.915 -1.692 0.259
H -1.414 0.523 -1.559 0.443
H 0.739 1.345 -2.214 0.233
H -0.614 2.543 -1.888 0.208
H 1.932 2.617 -0.693 0.388
H 1.180 4.671 -1.064 0.201
H 0.863 4.399 0.728 0.230
H -0.580 4.238 -0.439 0.209
H -1.996 2.196 0.086 0.261
H -4.875 0.346 1.564 0.304
H -3.711 1.747 1.726 0.229
H -3.472 0.114 2.714 0.267
H -3.986 2.998 -1.443 0.498
H -4.281 0.540 -3.145 0.483
H -5.205 -2.061 0.112 0.398
H -5.422 -1.699 1.793 0.462
H -3.992 -2.019 3.403 0.517
H -1.349 -4.026 0.045 0.316
H -0.101 -3.170 1.168 0.280
F -6.482 -0.976 3.077 -0.931
```


(4)
This record from the Open Molecules 2025 dataset describes C3H3NO3 in the gas phase. The level of theory is ωB97M-V/def2-TZVPD.

Values from the calculation:
energy above the lowest of the compared OMol25 structures with the same formula, charge and spin = 4.370 eV
largest force on an atom = 0.0133 Eh/bohr
LUMO energy = 0.190 eV
total energy = -10788.3308 eV

XYZ file:
```
10
Properties=species:S:1:pos:R:3:nbo_charge:R:1
N -0.484 1.323 -0.803 -0.636
C -0.459 0.129 -0.458 0.775
O 0.558 -0.769 -0.263 -0.511
C 1.812 -0.315 0.023 0.658
O 2.139 0.830 0.129 -0.540
C -1.891 -0.421 1.112 0.124
O -1.660 -0.519 -0.187 -0.480
H 0.446 1.718 -0.888 0.387
H 2.471 -1.184 0.139 0.141
H -2.932 -0.792 1.196 0.082
```


(5)
This record from the Open Molecules 2025 dataset describes a molecular structure, C16H26AgN2SSb2. The level of theory is ωB97M-V/def2-TZVPD.

Values from the calculation:
energy above the lowest of the compared OMol25 structures with the same formula, charge and spin = 0.076 eV
largest force on an atom = 0.0614 Eh/bohr
charge = +1
LUMO energy = -2.820 eV
total energy = -47896.8088 eV

XYZ file:
```
48
Properties=species:S:1:pos:R:3:nbo_charge:R:1
Ag 0.432 -1.422 -0.548 0.513
C -1.479 1.932 -2.541 -0.956
Sb -0.859 0.887 -0.727 0.879
C -2.865 0.709 -0.022 -0.975
C -0.370 2.611 0.734 -0.638
C -0.153 2.264 2.131 -0.089
C -1.251 2.355 2.958 -0.189
C -1.200 2.140 4.326 -0.209
C -0.009 1.709 4.856 -0.192
C 1.129 1.525 4.043 -0.213
C 1.147 1.904 2.707 -0.043
C 2.288 1.621 1.847 -0.703
Sb 2.268 -0.546 1.268 0.914
C 4.314 -0.448 0.476 -0.944
C 2.696 -1.805 3.024 -0.952
H -2.532 1.823 -2.659 0.236
H -0.873 1.616 -3.414 0.231
H -1.278 3.010 -2.407 0.241
H -3.288 1.680 0.129 0.231
H -2.934 0.193 0.893 0.236
H -3.499 0.086 -0.707 0.237
H -1.256 3.231 0.659 0.236
H 0.502 3.109 0.273 0.229
H -2.249 2.544 2.525 0.206
H -2.132 2.178 4.922 0.230
H 0.089 1.438 5.869 0.221
H 2.044 1.011 4.384 0.212
H 3.276 1.748 2.360 0.249
H 2.300 2.246 0.934 0.237
H 4.945 0.268 0.984 0.236
H 4.228 -0.162 -0.574 0.225
H 4.659 -1.477 0.542 0.234
H 3.678 -1.662 3.458 0.238
H 2.619 -2.855 2.681 0.242
H 1.920 -1.665 3.787 0.240
C -2.722 -3.645 -3.138 -0.419
N -1.570 -2.862 -3.654 -0.363
C -1.575 -2.096 -4.858 -0.062
C -0.435 -1.395 -4.928 -0.086
N 0.352 -1.831 -3.845 -0.538
C -0.320 -2.691 -3.063 0.241
S 0.347 -3.585 -1.808 -0.277
H -3.502 -2.968 -2.719 0.217
H -2.446 -4.286 -2.284 0.254
H -3.176 -4.232 -3.979 0.234
H -2.479 -1.903 -5.495 0.253
H -0.120 -0.592 -5.641 0.257
H 1.338 -1.712 -3.763 0.440
```


(6)
This record from the Open Molecules 2025 dataset describes a molecular structure, C10H7MnN3O6. The level of theory is ωB97M-V/def2-TZVPD.

Values from the calculation:
multiplicity = 6
largest force on an atom = 0.1557 Eh/bohr
⟨S²⟩ = 8.889
charge = +2
LUMO energy (spin up / spin down) = -8.519 / -12.052 eV
total energy = -58537.8962 eV

XYZ file:
```
27
Properties=species:S:1:pos:R:3:lowdin_spin:R:1
O -0.189 3.086 -3.311 0.004
C -0.189 2.019 -2.927 0.054
Mn -0.189 -0.705 -1.948 3.464
O -0.189 -1.823 -4.797 0.093
C -0.189 -1.365 -3.741 0.102
C -0.189 -2.432 -1.327 -0.009
O -0.188 -3.521 -0.935 0.001
C -2.099 -0.718 -1.943 0.052
O -3.248 -0.788 -1.917 0.029
C 1.722 -0.719 -1.942 0.055
O 2.871 -0.788 -1.917 0.031
C 1.950 2.226 2.180 0.025
N 0.916 1.273 1.756 0.234
C 0.143 0.729 2.727 0.026
C -0.816 -0.203 2.410 0.316
C -0.979 -0.619 1.087 0.036
N -0.188 -0.070 0.073 0.109
C 0.740 0.903 0.432 0.012
O 1.425 1.424 -0.428 0.250
N -1.962 -1.634 0.887 0.078
H 1.482 3.089 2.698 0.012
H 2.553 2.605 1.331 0.001
H 2.647 1.721 2.886 0.013
H 0.274 1.010 3.766 0.000
H -1.417 -0.629 3.204 0.011
H -2.506 -1.985 1.689 0.000
H -2.187 -2.086 0.004 0.002
```